C52H48BrMoN7O3S3 as an isolated structure, computed with ωB97M-V with the def2-TZVPD basis set.

## Properties
Maximum force ... 0.8 eV Å⁻¹
Lowest unoccupied orbital energy (alpha / beta) ... -6.42 / -6.05 eV
Orbital gap (alpha / beta) ... 5.76 / 6.33 eV
HOMO energy (alpha / beta) ... -12.17 / -12.38 eV
Molar mass ... 1091.047 u
Energy relative to the best compared isomer or geometry (same formula, charge and spin) ... 19.3 kJ/mol

```
! wB97M-V def2-TZVPD RIJCOSX def2/J DEFGRID3
* xyz 2 3
Mo -0.520 0.370 0.484
O -1.187 3.957 0.283
C -0.927 3.295 1.262
N -1.375 1.954 1.386
C -2.384 1.759 2.293
O -2.927 2.642 2.923
C -2.792 0.327 2.423
C -3.784 -0.063 3.304
C -4.080 -1.417 3.399
C -3.377 -2.322 2.619
C -2.405 -1.851 1.751
N -2.126 -0.549 1.660
C -0.043 3.762 2.367
C 0.245 5.115 2.482
C 1.086 5.512 3.511
C 1.605 4.544 4.355
C 1.264 3.213 4.142
N 0.450 2.817 3.172
H -4.284 0.690 3.895
H -4.846 -1.759 4.080
H -3.580 -3.382 2.665
H -1.829 -2.513 1.115
H -0.189 5.823 1.792
H 1.324 6.556 3.656
H 2.259 4.807 5.172
H 1.661 2.437 4.788
C -0.097 -5.034 -5.623
C -0.790 -5.457 -4.321
C -0.081 -6.686 -3.737
C -2.236 -5.835 -4.642
C -0.708 -4.314 -3.318
C -1.827 -3.714 -2.770
C -1.700 -2.679 -1.852
Br -3.334 -1.984 -1.179
C -0.435 -2.212 -1.460
O -0.284 -1.238 -0.535
C 0.725 -2.805 -2.016
C 0.543 -3.836 -2.920
C 2.123 -2.336 -1.626
C 2.315 -0.860 -2.015
C 2.341 -2.569 -0.121
C 3.220 -3.124 -2.352
H -0.164 -5.836 -6.358
H 0.959 -4.818 -5.468
H -0.567 -4.146 -6.047
H -0.151 -7.520 -4.434
H -0.537 -6.992 -2.795
H 0.976 -6.494 -3.556
H -2.248 -6.651 -5.363
H -2.785 -5.001 -5.083
H -2.773 -6.173 -3.755
H -2.821 -4.039 -3.034
H 1.416 -4.303 -3.350
H 1.449 -0.246 -1.779
H 2.494 -0.775 -3.087
H 3.187 -0.445 -1.502
H 1.580 -2.080 0.484
H 3.323 -2.199 0.178
H 2.305 -3.637 0.100
H 3.151 -3.022 -3.435
H 3.204 -4.184 -2.098
H 4.190 -2.730 -2.048
S 2.658 -3.546 5.602
C 1.528 -4.365 6.579
C 0.250 -3.958 6.336
C 0.183 -2.962 5.337
C 1.420 -2.629 4.839
C 1.738 -1.641 3.817
C 0.726 -1.186 2.946
N 0.933 -0.288 1.994
C 2.180 0.238 1.837
C 3.251 -0.154 2.649
C 4.537 0.450 2.452
C 4.716 1.402 1.510
C 3.629 1.823 0.675
C 3.757 2.832 -0.291
C 2.670 3.210 -1.061
C 1.459 2.521 -0.854
N 1.313 1.562 0.046
C 2.374 1.221 0.830
C 2.737 4.269 -2.057
C 3.862 4.836 -2.594
C 3.573 5.850 -3.533
C 2.234 6.042 -3.693
S 1.313 4.997 -2.706
C 3.006 -1.113 3.640
H 1.864 -5.107 7.282
H -0.608 -4.352 6.856
H -0.742 -2.498 5.032
H -0.275 -1.585 3.028
H 5.358 0.135 3.082
H 5.682 1.866 1.370
H 4.715 3.320 -0.407
H 0.581 2.742 -1.447
H 4.867 4.531 -2.346
H 4.323 6.411 -4.067
H 1.742 6.751 -4.337
H 3.825 -1.417 4.279
C -4.032 5.183 -3.132
C -3.956 4.119 -2.098
C -4.801 3.988 -1.024
C -4.578 2.937 -0.124
N -3.573 2.069 -0.281
C -2.757 2.221 -1.307
S -1.449 1.161 -1.655
N -2.959 3.216 -2.205
C -5.453 2.744 1.063
H -4.995 5.683 -3.091
H -3.892 4.768 -4.131
H -3.250 5.924 -2.955
H -5.619 4.678 -0.888
H -2.304 3.289 -2.973
H -6.366 3.330 0.997
H -4.902 3.046 1.953
H -5.698 1.687 1.164
*
```